Record 1
{"formula": "C27H29F3MoN7PS2", "method": "the ωB97M-V functional and the def2-TZVPD basis", "symbols": ["Mo", "S", "S", "P", "F", "F", "F", "N", "N", "N", "N", "N", "N", "N", "C", "C", "C", "C", "C", "C", "C", "C", "C", "C", "C", "C", "C", "C", "C", "C", "C", "C", "C", "C", "C", "C", "C", "C", "C", "C", "C", "H", "H", "H", "H", "H", "H", "H", "H", "H", "H", "H", "H", "H", "H", "H", "H", "H", "H", "H", "H", "H", "H", "H", "H", "H", "H", "H", "H", "H"], "xyz": [[-0.72409, 0.10442, -0.86371], [-2.63221, 1.10795, -2.03429], [-1.31229, -1.87401, -2.17928], [0.81060, 1.01861, -2.64801], [4.13273, -8.11386, 0.24860], [5.42233, -6.85129, 1.43680], [5.74744, -7.01936, -0.69125], [1.50456, 0.53405, 1.48270], [-0.46733, 4.20471, 1.24230], [-2.02646, -0.69853, 0.82656], [-5.34354, 0.46506, -4.44802], [-2.63760, -1.84457, 2.59001], [-0.83733, 2.06663, 0.10173], [-3.67434, -3.19718, -4.68654], [-0.72598, 6.05720, 3.38400], [0.86230, 0.13121, 0.60152], [0.56862, 2.79208, -2.95875], [-1.85082, 5.87500, 2.36716], [-3.24743, -2.39376, -3.98348], [-4.40817, 0.17535, -3.84440], [2.51521, -5.88632, 0.29937], [-0.70163, 3.08255, 0.63102], [-3.25801, -0.15942, -3.06197], [-2.70084, -1.39088, -3.11416], [-2.54335, -2.66771, 3.78289], [1.35511, -2.43511, -0.44403], [-3.78678, -1.34758, 2.01876], [0.06331, 4.76174, 3.55891], [-3.39574, -0.64032, 0.92594], [0.71272, -1.39779, -0.48321], [4.78702, -6.94037, 0.24831], [-1.60601, -1.42719, 1.83827], [-1.30094, 5.39529, 1.03213], [2.20926, -3.56954, -0.30533], [3.87017, -5.77670, 0.01982], [3.57431, -3.47547, -0.59196], [4.39751, -4.57346, -0.42970], [1.68771, -4.79050, 0.13342], [2.58657, 0.88294, -2.30773], [0.60862, 0.25616, -4.27647], [0.62320, 4.29242, 2.22659], [0.78765, 3.35437, -2.05062], [2.84957, -0.17167, -2.22301], [1.30018, 0.69384, -4.99820], [-2.08921, 5.13748, 0.32694], [0.77856, -0.81704, -4.19450], [1.22260, 3.14126, -3.75968], [-1.13211, 6.38671, 4.34080], [0.88303, 4.89270, 4.26678], [-3.98219, -0.10751, 0.19783], [3.98227, -2.53480, -0.93520], [-0.59025, 3.98194, 3.96003], [-4.75692, -1.55441, 2.43349], [-0.67257, 6.16533, 0.57270], [-3.54810, -2.93983, 4.09439], [-0.41852, 0.40582, -4.61253], [-1.98580, -3.57616, 3.56476], [0.62696, -4.87142, 0.32733], [2.10380, -6.82774, 0.63613], [-0.47212, 2.96424, -3.23300], [1.10259, 3.31503, 2.28736], [3.17220, 1.34146, -3.10627], [-2.39562, 6.80813, 2.21460], [-2.56792, 5.13748, 2.73834], [5.45316, -4.49419, -0.65280], [-0.57561, -1.66637, 2.04769], [1.35646, 5.00900, 1.84154], [-2.05654, -2.11982, 4.58759], [2.81749, 1.36452, -1.35738], [-0.05139, 6.84919, 3.04033]], "forces_ev_per_a": [[0.914, -0.613, 1.155], [-0.034, 0.004, -0.077], [-0.065, 0.166, -0.064], [-0.189, -0.104, 0.294], [-0.002, -0.017, -0.001], [0.002, 0.001, -0.001], [0.005, 0.001, 0.000], [0.232, -0.296, 0.005], [-0.069, 0.064, 0.028], [0.179, 0.186, -0.320], [0.009, 0.034, -0.021], [0.014, 0.041, -0.082], [-0.168, -0.089, -0.258], [0.017, -0.047, 0.017], [0.020, 0.031, 0.006], [-0.673, 1.436, 0.130], [0.030, 0.059, -0.049], [-0.052, 0.008, -0.017], [-0.030, 0.078, -0.027], [-0.037, -0.041, 0.005], [-0.020, 0.029, 0.000], [0.110, -0.082, -0.098], [0.085, 0.005, 0.042], [-0.050, -0.001, -0.020], [-0.032, 0.008, -0.020], [0.227, 0.212, 0.105], [-0.008, -0.021, 0.027], [-0.001, -0.035, 0.029], [-0.013, -0.015, -0.014], [-0.481, -0.863, -0.946], [0.002, -0.003, -0.008], [0.095, -0.024, 0.051], [0.068, -0.055, 0.002], [-0.164, 0.045, 0.060], [-0.006, -0.025, 0.016], [0.018, -0.037, 0.021], [0.008, 0.031, -0.021], [0.062, -0.020, -0.040], [0.078, -0.026, -0.013], [-0.042, -0.004, -0.058], [0.047, -0.022, -0.064], [0.002, -0.015, 0.011], [-0.016, 0.001, 0.012], [-0.009, -0.005, -0.010], [-0.018, 0.015, 0.021], [0.019, 0.009, 0.014], [-0.009, -0.008, -0.001], [-0.015, -0.016, -0.001], [0.008, 0.020, -0.013], [-0.027, -0.004, 0.014], [-0.004, 0.015, 0.010], [0.010, -0.001, 0.013], [-0.021, 0.017, -0.014], [-0.025, 0.023, 0.021], [0.010, -0.008, 0.011], [0.002, 0.001, 0.005], [0.011, 0.005, 0.027], [-0.007, 0.003, 0.011], [0.021, -0.012, 0.001], [-0.003, -0.003, 0.005], [-0.028, 0.002, 0.030], [0.000, -0.003, 0.004], [0.016, 0.007, -0.002], [-0.002, 0.003, 0.003], [0.005, -0.019, 0.004], [0.000, -0.004, -0.004], [0.006, 0.001, 0.037], [0.004, -0.018, 0.008], [-0.019, -0.007, 0.009], [0.001, 0.001, 0.001]], "homo_energy_ev": [-7.045, -7.694], "lumo_ev": [0.21, -0.78], "s2": 2.0237, "fmax_ev_per_a": 1.60, "gap_ev": [7.251, 6.919], "total_energy_ha": -2935.07728, "multiplicity": 3, "relative_energy_kcal_mol": 15.7}

=====

Record 2
{"formula": "C27H29FN2O3SbSe5W", "method": "the ωB97M-V functional and the def2-TZVPD basis", "symbols": ["W", "Sb", "Se", "Se", "Se", "Se", "Se", "F", "O", "O", "O", "N", "N", "C", "C", "C", "C", "C", "C", "C", "C", "C", "C", "C", "C", "C", "C", "C", "C", "C", "C", "C", "C", "C", "C", "C", "C", "C", "C", "C", "H", "H", "H", "H", "H", "H", "H", "H", "H", "H", "H", "H", "H", "H", "H", "H", "H", "H", "H", "H", "H", "H", "H", "H", "H", "H", "H", "H", "H"], "xyz": [[-1.76373, -0.14332, -0.56046], [-4.19927, -0.14127, 0.45453], [-5.81564, 1.33245, -0.78050], [1.95407, -1.68455, -3.52442], [-5.79901, -0.81101, 2.09817], [-3.39753, -1.86687, -1.40311], [-2.26061, 1.60012, 1.25409], [3.92519, 2.17157, 2.88711], [0.24081, 0.39732, 0.09501], [-0.77162, 1.09514, -3.81835], [-2.11731, 1.21249, -2.01320], [1.39795, 3.92028, -1.65656], [-0.37460, -1.35982, -1.75977], [1.53488, -2.07912, 1.67820], [-0.83814, -4.59696, 0.14829], [1.50595, 5.30988, -2.17241], [-3.20476, -3.43162, 2.86831], [0.55502, 3.07199, -2.26929], [-2.01525, -3.47128, 1.94102], [0.55055, -1.49642, -2.46265], [-0.92054, -2.60926, 2.11975], [3.47379, 5.52399, -0.61865], [2.03089, 3.49662, -0.49668], [1.53911, -4.03067, -0.43017], [-1.98525, -4.43051, 0.92657], [3.07613, 4.24953, 0.06497], [3.68891, 3.78725, 1.20476], [0.25469, -2.82299, 1.37415], [0.12876, 1.86951, -1.78477], [2.29357, 1.81887, 1.23456], [3.28728, 2.58175, 1.77202], [-0.95239, -1.53390, 3.18785], [0.12714, 5.88897, -2.47582], [1.65709, 2.27464, 0.07008], [-0.83114, -5.63709, -0.94296], [0.28849, -3.81020, 0.38328], [2.22166, 6.19380, -1.15956], [-0.96657, 1.26561, -2.64206], [-3.18463, -5.29913, 0.64549], [0.61540, 1.44343, -0.51514], [-0.53935, 5.73368, -1.62615], [2.22346, -3.18901, -0.37547], [-3.37795, -5.35129, -0.42636], [4.00606, 6.17627, 0.07381], [1.85087, -1.46575, 0.83260], [-3.22680, -4.34095, 3.47758], [0.18155, 3.40168, -3.22893], [-0.38637, -0.65626, 2.88481], [2.08112, -4.92262, -0.09694], [2.34085, -2.78879, 1.88131], [-4.08717, -4.92358, 1.11796], [1.31159, -4.16162, -1.48780], [1.98647, 0.88245, 1.67681], [0.22080, 6.96086, -2.65173], [-0.54648, -1.89654, 4.13779], [0.17692, -5.93714, -1.21728], [2.44949, 7.14301, -1.64562], [1.44530, -1.43493, 2.54665], [-3.03078, -6.32505, 0.99747], [-4.15157, -3.37007, 2.33436], [-1.31569, -5.25127, -1.84568], [-0.33524, 5.45093, -3.35770], [4.49506, 4.34269, 1.66718], [1.53779, 6.40662, -0.33244], [-3.18710, -2.58799, 3.54884], [-1.37083, -6.53564, -0.64415], [-1.96161, -1.17115, 3.37053], [4.15932, 5.30130, -1.44329], [2.10091, 5.26090, -3.08982]], "forces_ev_per_a": [[0.695, -0.516, -0.697], [-4.025, 1.995, -0.488], [1.180, -0.399, -0.015], [-0.043, 0.000, 0.099], [0.554, -0.801, 0.848], [1.017, 0.659, 1.033], [0.121, -1.721, -0.667], [-0.048, 0.017, -0.054], [-0.466, 0.491, -0.439], [-0.342, 0.059, 0.180], [0.133, -1.800, 1.041], [-0.127, -0.195, 0.130], [-0.666, 0.735, 0.334], [-0.020, 0.029, -0.017], [-0.015, 0.002, -0.027], [0.095, 0.084, -0.049], [-0.010, -0.008, 0.033], [0.138, 0.202, -0.199], [-0.140, 0.124, -0.001], [0.116, -0.063, -0.129], [0.179, -0.031, 0.091], [0.027, 0.013, -0.003], [-0.076, -0.098, -0.181], [0.032, 0.028, -0.094], [0.029, -0.004, -0.036], [0.072, 0.070, 0.110], [0.026, 0.110, -0.098], [-0.067, 0.003, -0.021], [0.452, 0.364, 0.243], [0.071, 0.083, 0.096], [-0.044, -0.158, 0.087], [-0.059, 0.023, -0.060], [0.001, -0.053, -0.024], [0.005, -0.314, 0.159], [0.018, -0.041, -0.017], [0.000, 0.035, 0.012], [-0.019, -0.039, 0.000], [1.004, 0.847, -0.993], [-0.052, -0.047, 0.024], [0.245, 0.186, -0.310], [-0.003, 0.028, 0.007], [-0.004, -0.009, 0.009], [0.001, -0.002, -0.017], [-0.015, -0.005, 0.010], [0.003, 0.036, -0.014], [-0.008, -0.033, -0.028], [-0.067, -0.008, 0.032], [0.083, 0.011, 0.002], [-0.007, 0.007, 0.006], [-0.014, 0.017, -0.002], [0.020, -0.003, -0.013], [-0.012, -0.001, 0.028], [0.015, -0.028, 0.017], [0.009, -0.006, -0.010], [-0.004, 0.018, -0.004], [-0.006, -0.001, 0.006], [0.016, -0.018, -0.007], [-0.022, 0.025, 0.054], [0.005, 0.015, -0.003], [0.022, 0.084, 0.027], [-0.005, -0.004, -0.005], [-0.011, -0.006, 0.005], [-0.001, 0.016, -0.014], [0.006, 0.014, 0.002], [-0.031, -0.034, -0.007], [-0.009, 0.014, 0.003], [0.020, -0.036, 0.003], [0.007, 0.010, -0.001], [0.019, 0.029, 0.018]], "homo_energy_ev": [-3.679, -3.578], "lumo_ev": [0.79, 0.34], "s2": 2.0433, "fmax_ev_per_a": 4.52, "gap_ev": [4.469, 3.918], "total_energy_ha": -13796.00222, "multiplicity": 3, "relative_energy_kcal_mol": 95.9, "charge": -1}